Entry 1:
Below is a structure of composition C9H4Br2CaNOSe2Te2, with properties calculated with the ωB97M-V functional and the def2-TZVPD basis.

Element x y z (Å)
1 Ca -0.45241 0.79576 0.47371
2 Br 0.74055 -0.13436 5.55054
3 C 1.95365 -0.10674 4.10133
4 C 3.31999 -0.22358 4.38422
5 C 4.24739 -0.19315 3.38640
6 Br 6.09161 -0.36001 3.82102
7 C 3.84167 -0.03772 2.03812
8 C 4.72564 0.02433 0.93637
9 C 4.23819 0.19335 -0.32634
10 C 2.84562 0.29667 -0.50328
11 N 1.99636 0.22532 0.48969
12 C 2.46180 0.06784 1.76009
13 C 1.44740 0.03784 2.80976
14 O 0.20982 0.15740 2.51873
15 H 3.63651 -0.33621 5.41203
16 H 5.79021 -0.05740 1.10963
17 H 4.89970 0.25392 -1.17899
18 H 2.42874 0.45097 -1.49271
19 Se -2.58913 -0.35007 -1.02926
20 Te -3.40255 1.77462 0.06460
21 Te -2.05123 3.69355 -1.25915
22 Se 0.26766 3.45456 -0.29853

For the electronic energy, the calculation gives -11640.1920 Ha. The charge is -1. The spin multiplicity is 1. Its strongest force on any atom is 0.0046 Eh/bohr. The value obtained for the energy above the lowest of the compared OMol25 structures with the same formula, charge and spin is 0.00 kcal per mole.

Entry 2:
Below is an isolated molecule of C9H4BrClF6O5 at a distorted geometry, with properties calculated with the ωB97M-V functional and the def2-TZVPD basis.

Element x y z (Å)
1 O 1.11654 2.15117 1.77646
2 C 1.70023 1.25136 1.34334
3 O 2.14447 0.27135 2.16182
4 C 2.09586 1.10130 -0.14136
5 F 3.36197 1.52731 -0.20946
6 F 2.14179 -0.18006 -0.51386
7 C 1.29912 1.97462 -1.14235
8 F 1.78549 1.74761 -2.34559
9 F 1.57189 3.23219 -0.85854
10 C -0.25453 1.78992 -1.17422
11 F -0.82336 2.60760 -0.31487
12 F -0.64121 2.21929 -2.37392
13 C -0.76721 0.31801 -1.07539
14 O -0.72444 -0.31360 -2.04494
15 C -1.28201 -0.38379 0.17762
16 Cl -1.67749 0.57449 1.65030
17 C -0.55786 -1.65503 0.67545
18 C -1.33302 -2.90565 0.20286
19 Br -1.32140 -4.10880 1.75134
20 O -2.61301 -2.40877 -0.10825
21 C -2.66011 -1.04095 -0.21142
22 O -3.62615 -0.52889 -0.54932
23 H 2.11928 -0.59023 1.71689
24 H 0.52554 -1.71378 0.54705
25 H -0.69180 -1.60386 1.75347
26 H -0.88858 -3.33281 -0.69312

For the electronic energy, the calculation gives -4354.9327 Ha. The SMILES is O=C(O)C(F)(F)C(F)(F)C(F)(F)C(=O)[C@]1(Cl)C[C@@H](Br)OC1=O. The spin multiplicity is 1. Its strongest force on any atom is 0.0779 Eh/bohr.

Entry 3:
Below is a structure of composition C9H4BrIrN3OS2 at a distorted geometry, with properties calculated with the ωB97M-V functional and the def2-TZVPD basis.

Element x y z (Å)
1 Ir -0.07777 0.40083 0.47164
2 S 1.93796 0.03786 -0.33114
3 C 1.74859 1.68502 0.30010
4 S 0.36166 2.45505 -0.40412
5 C 2.58907 2.17550 1.29769
6 C 3.50302 1.31452 1.96878
7 N 4.21587 0.59812 2.51885
8 C 2.56176 3.55500 1.64710
9 N 2.51499 4.66752 1.93575
10 O -5.71674 -1.80951 0.08430
11 C -4.53167 -1.22278 0.07226
12 C -4.24745 -0.05043 -0.63935
13 C -2.98263 0.47713 -0.58482
14 N -2.01190 -0.09993 0.14641
15 C -2.30331 -1.23209 0.81064
16 Br -0.74158 -1.84960 1.70291
17 C -3.51798 -1.84049 0.82410
18 H -6.36928 -1.33931 -0.45216
19 H -5.00795 0.44184 -1.22999
20 H -2.71101 1.37561 -1.11977
21 H -3.70946 -2.74979 1.37459

For the electronic energy, the calculation gives -4059.2545 Ha. The charge is +1. The spin multiplicity is 1. Its strongest force on any atom is 0.0238 Eh/bohr. The value obtained for the energy above the lowest of the compared OMol25 structures with the same formula, charge and spin is 18.78 kcal per mole.

Entry 4:
Below is a structure of composition C9H4Cl2GaLaN2O3 at a distorted geometry, with properties calculated with the ωB97M-V functional and the def2-TZVPD basis.

Element x y z (Å)
1 Ga 6.50699 -4.17382 -1.88171
2 La -0.19978 -0.10559 0.11563
3 Cl 4.74860 -4.91431 -0.85949
4 Cl 0.33661 0.99526 -2.07632
5 C 0.19417 2.10777 1.05929
6 C 8.06944 -5.32819 -1.91971
7 C 7.35542 -2.77614 -2.80212
8 O 0.25840 3.20632 1.45803
9 O 9.01885 -6.00665 -1.92788
10 O 8.04210 -2.01942 -3.37868
11 N -4.54186 5.00983 0.67664
12 C -4.24517 3.87890 0.74168
13 C -3.87370 2.49262 0.82319
14 C -4.63014 1.58021 1.56257
15 C -4.16127 0.28423 1.70709
16 C -2.95253 -0.09607 1.14146
17 N -2.24853 0.78282 0.34761
18 C -2.73582 2.06282 0.17613
19 H -5.56818 1.89638 2.00871
20 H -4.73970 -0.45239 2.26218
21 H -2.50563 -1.10047 1.26218
22 H -2.12827 2.67586 -0.49648

For the electronic energy, the calculation gives -3555.6735 Ha. The charge is +4. The spin multiplicity is 1. Its strongest force on any atom is 0.2188 Eh/bohr. The value obtained for the energy above the lowest of the compared OMol25 structures with the same formula, charge and spin is 0.00 kcal per mole.

Entry 5:
Below is a structure of composition C9H4Cl3LiN2S2 at a distorted geometry, with properties calculated with the ωB97M-V functional and the def2-TZVPD basis.

Element x y z (Å)
1 Li -10.26386 1.16344 -3.31071
2 S -11.58286 0.47336 -5.21799
3 C -11.92075 2.06355 -4.90761
4 N -11.27971 2.70641 -3.92454
5 C -11.57341 4.08230 -3.91499
6 C -11.00481 5.05371 -3.10331
7 C -11.62944 6.34759 -2.99940
8 C -12.72482 6.57067 -3.81591
9 C -13.25437 5.64517 -4.71519
10 C -12.71197 4.37337 -4.70321
11 S -13.13445 2.97102 -5.67989
12 H -10.02206 4.75558 -2.56285
13 H -11.37141 7.19022 -2.30769
14 H -13.25175 7.51692 -3.67947
15 H -13.99304 5.93679 -5.38951
16 Cl -7.58544 4.07014 -1.74728
17 C -7.01356 2.51923 -1.02486
18 Cl -5.39295 1.94705 -1.24095
19 Cl -7.11476 2.51676 0.76978
20 C -7.90792 1.53717 -1.52591
21 N -8.69601 0.97285 -2.11714

For the electronic energy, the calculation gives -2639.3805 Ha. The spin multiplicity is 1. Its strongest force on any atom is 0.0447 Eh/bohr. The value obtained for the energy above the lowest of the compared OMol25 structures with the same formula, charge and spin is 0.00 kcal per mole.

Entry 6:
Below is a cluster of 20 separate species, C9H54B3Br2FO24 in total at a distorted geometry, with properties calculated with the ωB97M-V functional and the def2-TZVPD basis.

Element x y z (Å)
1 C -1.87432 -0.04040 3.31867
2 C -2.08629 -1.26211 2.32376
3 O -1.81050 -0.77312 0.97874
4 C -1.63997 -1.84711 0.08942
5 O -0.90287 -2.83947 0.30299
6 C -2.37352 -1.81908 -1.34111
7 C -1.64450 -0.61594 -2.15638
8 C -0.18281 -1.13842 -2.55211
9 B 0.73169 -0.09331 -3.38683
10 O 0.51377 1.32653 -3.51579
11 B 1.75752 1.92867 -3.02633
12 F 1.64909 3.08807 -2.20951
13 O 3.06333 1.39965 -3.35346
14 B 3.01072 -0.06134 -3.29236
15 C 4.09622 -0.87227 -2.40387
16 Br 3.76020 -0.46631 -0.46290
17 C 4.09694 -2.44950 -2.62058
18 C 4.40838 -2.91911 -4.11016
19 Br 2.44838 -3.37888 -2.03074
20 O 1.92163 -0.65641 -4.03363
21 H -0.75258 0.06058 3.57492
22 H -2.51580 -0.20021 4.25590
23 H -2.24950 0.92888 2.85010
24 H -1.39329 -2.09690 2.65300
25 H -3.16667 -1.64676 2.31326
26 H -2.17594 -2.81762 -1.85458
27 H -3.47646 -1.61913 -1.16132
28 H -2.32491 -0.38537 -3.03411
29 H -1.57993 0.25119 -1.40737
30 H -0.32092 -2.05968 -3.22197
31 H 0.41948 -1.38865 -1.60511
32 H 5.12552 -0.47841 -2.68721
33 H 4.94677 -2.86434 -1.97077
34 H 5.37343 -2.41497 -4.46654
35 H 4.64344 -4.04312 -4.10817
36 H 3.54249 -2.79114 -4.83541
37 O 2.45128 0.93195 -6.52453
38 H 2.31614 0.26205 -5.84114
39 H 2.71796 1.71857 -6.03182
40 O 2.31895 3.33746 0.54433
41 H 2.09860 3.24048 -0.39146
42 H 2.07462 2.48709 0.93265
43 O -4.42195 -0.60460 5.09200
44 H -5.25025 -0.14936 4.88518
45 H -4.61908 -1.53674 4.93369
46 O -6.25271 -0.05663 7.62123
47 H -5.58548 -0.31767 6.97222
48 H -5.81374 0.62145 8.14754
49 O 1.29779 -0.80397 1.07833
50 H 0.41988 -1.14397 1.30146
51 H 1.69560 -1.51215 0.55671
52 O 1.60082 -6.70448 -1.83971
53 H 1.32981 -5.82303 -1.55486
54 H 2.06378 -7.06500 -1.07469
55 O 4.71424 3.02684 -7.30933
56 H 4.21929 2.31297 -7.73179
57 H 4.58059 3.78371 -7.89474
58 O 0.91636 -1.13020 4.48316
59 H 1.47281 -1.24197 3.70030
60 H 1.42390 -0.53417 5.04822
61 O -4.93234 2.05940 5.15228
62 H -5.41865 2.88413 5.04733
63 H -4.01673 2.30481 4.97169
64 O -3.52937 3.24133 3.10320
65 H -4.01813 4.06777 2.99768
66 H -2.61246 3.48635 2.92457
67 O -1.04008 2.33312 -1.11138
68 H -0.47724 2.21347 -1.88110
69 H -0.53231 2.91329 -0.53099
70 O 4.61050 3.09368 -1.40590
71 H 3.97472 3.04298 -0.67933
72 H 4.50137 2.25797 -1.87219
73 O -5.04569 -2.91386 -0.04365
74 H -5.69022 -2.97173 0.67149
75 H -5.13215 -3.75667 -0.50508
76 O 1.17844 -3.50259 6.62597
77 H 2.06497 -3.85855 6.49931
78 H 1.06305 -2.89650 5.88224
79 O 4.07899 -2.15301 6.55783
80 H 4.83669 -2.74876 6.52308
81 H 3.75459 -2.23879 7.46281
82 O -5.87368 3.61911 1.86694
83 H -6.74064 3.26009 2.08830
84 H -5.44953 2.91454 1.36235
85 O 4.26825 4.94868 -9.64456
86 H 3.77333 4.23710 -10.06916
87 H 4.13514 5.70608 -10.22705
88 O 3.27973 6.12632 -7.02880
89 H 3.74178 5.55917 -7.66000
90 H 3.52405 5.76625 -6.16810
91 O -8.07775 -1.58641 9.43085
92 H -7.56951 -2.22333 9.94495
93 H -7.43649 -1.22855 8.79902

For the electronic energy, the calculation gives -7503.7800 Ha. The spin multiplicity is 1. Its strongest force on any atom is 0.0780 Eh/bohr. The value obtained for the energy above the lowest of the compared OMol25 structures with the same formula, charge and spin is 79.51 kcal per mole.

Question: strongest force on any atom of number 1 (C9H4Br2CaNOSe2Te2)?
Answer: 0.0046 Eh/bohr

Question: The highest strongest force on any atom belongs to which entry?
Answer: C9H4Cl2GaLaN2O3

Question: Look up the electronic energy of the fourth one.
Answer: -3555.6735 Ha

Question: Among the records above, which one has the highest strongest force on any atom?
Answer: C9H4Cl2GaLaN2O3